177
Properties=species:S:1:pos:R:3:lowdin_charge:R:1 method="wB97M-V/def2-TZVPD" homo_lumo_gap_ev=8.27 total_charge=+5
B 0.583 -0.010 -0.004 -1.36
F 0.309 -1.365 -0.140 0.13
F -0.474 0.642 0.614 0.12
F 1.696 0.140 0.762 0.19
F 0.675 0.467 -1.354 0.08
C -0.574 2.353 -5.610 -0.05
C -2.080 2.246 -5.889 -0.31
C -3.064 2.163 -4.711 -0.22
O -4.352 2.019 -5.245 -0.14
C -5.221 1.286 -4.405 -0.09
N -2.458 3.382 -6.765 0.25
H -2.577 4.270 -6.298 0.18
H -1.694 3.463 -7.421 0.17
H -3.286 3.105 -7.272 0.18
H -0.048 2.227 -6.557 0.10
H -0.295 1.558 -4.919 0.01
H -0.291 3.259 -5.073 0.07
H -2.305 1.323 -6.422 0.16
H -2.920 2.996 -4.023 0.11
H -2.728 1.429 -3.978 0.10
H -5.404 1.532 -3.359 0.05
H -4.947 0.234 -4.482 0.08
H -6.267 1.350 -4.706 0.11
C 3.056 0.486 -3.409 0.00
C 3.479 -0.955 -2.796 -0.23
C 4.260 -0.929 -1.480 -0.16
O 4.432 -2.217 -0.866 -0.17
C 5.202 -2.245 0.290 -0.10
N 2.186 -1.652 -2.470 0.20
H 2.388 -2.640 -2.418 0.16
H 1.873 -1.398 -1.544 0.10
H 1.420 -1.346 -3.053 -0.03
H 2.332 0.318 -4.206 0.05
H 3.917 1.052 -3.764 0.08
H 2.573 1.164 -2.705 0.05
H 4.028 -1.552 -3.524 0.16
H 3.688 -0.266 -0.832 0.12
H 5.251 -0.538 -1.714 0.15
H 4.542 -2.018 1.127 0.06
H 6.044 -1.569 0.432 0.11
H 5.495 -3.277 0.484 0.09
C -3.391 -0.357 0.869 -0.03
C -3.039 -0.932 -0.542 -0.27
C -4.225 -1.532 -1.170 -0.23
O -3.863 -1.933 -2.447 -0.19
C -4.918 -2.399 -3.275 -0.09
N -2.454 0.261 -1.335 0.23
H -1.549 0.523 -0.972 0.09
H -2.340 -0.055 -2.288 0.11
H -3.055 1.062 -1.465 -0.03
H -4.256 0.305 0.826 0.07
H -2.523 0.085 1.358 0.06
H -3.622 -1.248 1.454 0.07
H -2.270 -1.703 -0.591 0.14
H -5.125 -0.921 -1.093 0.15
H -4.291 -2.474 -0.626 0.15
H -5.911 -1.992 -3.086 0.10
H -5.251 -3.417 -3.075 0.09
H -4.641 -2.295 -4.324 0.10
C 7.622 7.061 -1.102 -0.03
C 6.587 5.998 -1.453 -0.24
C 5.444 5.937 -0.341 -0.14
O 4.791 4.687 -0.463 -0.18
C 3.577 4.544 0.227 -0.11
N 6.030 6.394 -2.839 0.22
H 5.175 5.955 -3.149 0.16
H 5.726 7.351 -2.944 0.17
H 6.582 6.302 -3.680 0.17
H 8.202 6.819 -0.212 0.11
H 7.189 8.044 -0.917 0.10
H 8.232 7.211 -1.993 0.10
H 7.099 5.052 -1.634 0.16
H 4.705 6.732 -0.439 0.13
H 5.956 5.915 0.621 0.14
H 2.904 5.390 0.086 0.08
H 3.574 4.557 1.317 0.09
H 3.085 3.637 -0.123 0.08
C -1.036 -4.603 -1.714 -0.03
C -1.099 -5.476 -3.027 -0.19
C -2.485 -5.245 -3.773 -0.15
O -2.446 -5.898 -5.072 -0.19
C -3.768 -6.246 -5.508 -0.07
N -0.042 -4.878 -4.008 0.21
H -0.114 -3.953 -4.407 0.02
H 0.923 -4.997 -3.737 0.16
H -0.135 -5.487 -4.808 0.15
H -0.183 -4.650 -1.037 0.06
H -1.921 -4.903 -1.152 0.08
H -1.082 -3.531 -1.902 0.06
H -0.803 -6.521 -2.943 0.16
H -2.704 -4.188 -3.922 0.11
H -3.233 -5.685 -3.114 0.13
H -4.326 -6.838 -4.783 0.09
H -3.764 -6.856 -6.411 0.10
H -4.290 -5.307 -5.695 0.09
C -4.810 -0.121 4.425 -0.02
C -5.651 -1.507 4.511 -0.23
C -4.982 -2.594 5.418 -0.16
O -5.939 -3.692 5.570 -0.22
C -5.624 -4.686 6.569 -0.04
N -7.033 -1.174 5.061 0.24
H -7.023 -0.379 5.683 0.17
H -7.781 -1.052 4.393 0.18
H -7.356 -1.990 5.562 0.15
H -4.573 0.355 5.377 0.09
H -5.172 0.641 3.735 0.08
H -3.829 -0.247 3.965 0.05
H -5.783 -2.042 3.570 0.15
H -4.759 -2.156 6.391 0.13
H -4.066 -2.938 4.938 0.12
H -6.238 -5.560 6.352 0.10
H -5.939 -4.344 7.555 0.10
H -4.559 -4.887 6.449 0.09
C 0.226 1.379 4.045 -0.02
C 1.747 1.247 3.962 -0.28
C 2.332 2.410 3.187 -0.23
O 3.720 2.403 3.011 -0.15
C 4.075 1.358 2.130 -0.08
N 2.392 1.324 5.394 0.29
H 3.384 1.398 5.217 0.16
H 2.067 2.145 5.884 0.17
H 2.114 0.485 5.881 0.16
H -0.119 2.078 4.807 0.09
H -0.194 0.381 4.172 0.07
H -0.195 1.708 3.095 0.08
H 2.039 0.348 3.419 0.11
H 2.060 3.316 3.729 0.14
H 1.796 2.517 2.244 0.11
H 3.639 1.671 1.181 0.07
H 3.803 0.355 2.460 0.06
H 5.157 1.449 2.042 0.11
C -1.727 5.149 1.935 -0.05
C -1.132 5.382 0.591 -0.29
C -0.435 4.128 0.015 -0.16
O 0.348 4.499 -1.130 -0.18
C 0.592 3.434 -2.015 -0.10
N -2.281 5.743 -0.344 0.21
H -2.992 5.048 -0.525 -0.05
H -2.830 6.492 0.053 0.16
H -2.083 6.010 -1.298 0.16
H -1.004 4.874 2.703 0.09
H -2.445 4.329 1.973 0.09
H -2.177 6.081 2.278 0.10
H -0.397 6.175 0.728 0.16
H -1.180 3.389 -0.280 0.10
H 0.221 3.798 0.821 0.12
H 0.881 3.826 -2.991 0.09
H -0.300 2.849 -2.236 0.08
H 1.350 2.788 -1.572 0.07
C -0.769 -2.688 2.691 -0.03
C 0.421 -3.607 2.993 -0.22
C 1.664 -3.681 2.006 -0.13
O 2.424 -4.854 2.385 -0.20
C 3.360 -5.305 1.385 -0.06
N 0.906 -3.257 4.407 0.24
H 1.013 -4.138 4.890 0.17
H 1.697 -2.633 4.471 0.10
H 0.177 -2.737 4.874 0.15
H -1.244 -3.054 1.781 0.08
H -0.555 -1.620 2.635 0.08
H -1.607 -2.886 3.359 0.07
H 0.097 -4.614 3.258 0.15
H 2.382 -2.862 1.963 0.12
H 1.230 -3.864 1.024 0.11
H 4.091 -4.595 0.998 0.06
H 2.797 -5.686 0.533 0.08
H 3.884 -6.159 1.813 0.11
C 5.228 -3.540 4.501 -0.57
F 4.171 -4.134 5.053 0.11
F 6.337 -3.730 5.210 0.18
F 5.369 -4.005 3.196 0.08
S 4.718 -1.669 4.450 0.53
O 5.679 -1.057 3.475 -0.34
O 3.339 -1.592 4.039 -0.39
O 4.830 -1.202 5.850 -0.33
Br -0.349 -1.304 -4.825 -0.24
Br -4.319 3.094 -0.963 -0.17

=====

191
Properties=species:S:1:pos:R:3:lowdin_charge:R:1 method="wB97M-V/def2-TZVPD" homo_lumo_gap_ev=7.00 e_above_lowest_kj_mol=973.7 total_charge=0
C -8.331 3.629 3.296 -0.09
C -6.991 4.247 2.895 -0.41
C -6.394 3.479 1.722 -0.19
O -5.339 4.320 1.241 -0.24
C -4.640 3.908 0.075 -0.08
N -7.369 5.645 2.535 0.04
H -8.231 2.563 3.528 0.07
H -9.146 3.594 2.570 0.08
H -8.735 4.098 4.193 0.08
H -6.313 4.228 3.748 0.13
H -7.037 3.530 0.834 0.13
H -6.103 2.454 1.964 0.11
H -4.679 2.822 -0.053 0.07
H -3.559 4.057 0.115 0.07
H -5.112 4.460 -0.739 0.09
H -8.163 5.641 1.907 0.06
H -6.567 5.930 1.979 0.06
C -0.188 2.537 4.100 -0.06
C -0.993 3.036 2.880 -0.43
C -1.338 4.502 3.110 -0.19
O -1.725 4.803 4.454 -0.18
C -2.681 5.834 4.571 -0.11
N -0.076 2.901 1.771 0.07
H 0.259 1.564 3.878 0.02
H -0.837 2.406 4.967 0.09
H 0.618 3.223 4.357 0.09
H -1.889 2.419 2.776 0.11
H -1.971 4.775 2.257 0.12
H -0.445 5.125 3.007 0.13
H -2.546 6.121 5.615 0.09
H -3.740 5.591 4.437 0.08
H -2.555 6.691 3.903 0.09
H 0.210 1.935 1.676 0.05
H -0.631 3.202 0.975 0.05
C 6.123 2.373 5.467 -0.06
C 4.819 1.615 5.154 -0.43
C 4.578 1.360 3.650 -0.15
O 3.501 0.436 3.403 -0.25
C 2.258 0.716 4.046 -0.10
N 4.877 0.377 5.975 0.04
H 6.135 2.476 6.553 0.08
H 6.125 3.384 5.060 0.08
H 6.983 1.769 5.177 0.08
H 3.975 2.189 5.541 0.12
H 5.480 1.060 3.122 0.12
H 4.164 2.307 3.290 0.13
H 2.360 0.531 5.118 0.10
H 1.387 0.147 3.721 0.08
H 2.087 1.779 3.854 0.07
H 5.821 0.108 6.234 0.06
H 4.694 -0.295 5.227 0.04
C -1.901 1.293 -1.166 -0.04
C -1.143 -0.005 -1.421 -0.32
C -0.657 -0.784 -0.166 -0.17
O 0.257 -0.129 0.691 -0.17
C 1.555 -0.164 0.138 -0.16
N -2.184 -0.866 -2.103 0.04
H -2.111 1.904 -2.039 0.06
H -1.469 1.860 -0.336 0.05
H -2.879 1.104 -0.717 0.06
H -0.387 0.142 -2.195 0.10
H -0.153 -1.676 -0.559 0.11
H -1.484 -1.105 0.468 0.11
H 1.972 -1.125 -0.187 0.10
H 2.229 0.379 0.797 0.12
H 1.661 0.348 -0.828 0.07
H -2.024 -1.815 -1.755 0.06
H -1.784 -1.017 -3.040 0.03
C 6.972 -4.640 4.227 -0.04
C 6.554 -4.672 2.750 -0.43
C 5.466 -3.650 2.364 -0.22
O 4.235 -4.030 2.979 -0.17
C 3.576 -2.820 3.333 -0.11
N 7.708 -4.455 1.877 0.02
H 6.098 -4.405 4.842 0.07
H 7.776 -3.966 4.505 0.08
H 7.078 -5.685 4.525 0.07
H 6.118 -5.608 2.383 0.13
H 5.436 -3.568 1.274 0.10
H 5.852 -2.678 2.687 0.13
H 3.463 -2.145 2.484 0.07
H 4.121 -2.366 4.164 0.09
H 2.592 -3.108 3.715 0.08
H 8.264 -5.292 1.768 0.07
H 7.436 -4.177 0.942 0.05
C -0.738 4.719 -2.110 -0.05
C 0.250 4.639 -3.321 -0.42
C 1.076 3.338 -3.310 -0.20
O 1.806 3.311 -4.543 -0.20
C 3.074 3.920 -4.356 -0.11
N -0.519 4.796 -4.532 0.03
H -0.175 4.896 -1.185 0.06
H -1.191 3.739 -1.972 0.03
H -1.453 5.538 -2.033 0.07
H 0.848 5.552 -3.243 0.12
H 0.418 2.465 -3.309 0.10
H 1.672 3.146 -2.413 0.12
H 3.686 3.740 -3.470 0.09
H 2.962 4.985 -4.575 0.09
H 3.716 3.544 -5.160 0.08
H 0.094 4.481 -5.280 0.06
H -1.260 4.079 -4.634 0.01
C 3.217 0.234 -1.510 -0.09
C 2.921 -0.412 -2.888 -0.32
C 2.788 -1.904 -2.791 -0.15
O 2.593 -2.506 -4.079 -0.27
C 3.615 -2.413 -5.021 -0.11
N 1.631 0.172 -3.245 0.10
H 3.368 1.309 -1.457 0.13
H 4.187 -0.128 -1.143 0.04
H 2.561 -0.221 -0.767 -0.07
H 3.683 -0.112 -3.614 0.13
H 1.913 -2.145 -2.181 0.12
H 3.595 -2.401 -2.246 0.09
H 3.430 -2.977 -5.937 0.09
H 4.576 -2.868 -4.751 0.09
H 3.790 -1.371 -5.294 0.09
H 1.276 -0.444 -3.968 0.04
H 1.702 1.132 -3.558 0.06
C -0.079 -1.210 -5.191 -0.66
O -1.007 -0.683 -4.591 0.01
N 0.548 -2.329 -4.748 0.17
N 0.328 -0.878 -6.441 0.18
H 1.285 -2.724 -5.299 0.09
H 0.234 -2.666 -3.852 0.12
H 1.301 -1.003 -6.670 0.10
H -0.382 -0.378 -6.950 0.12
C -2.110 -4.696 -1.835 -0.68
O -2.435 -4.096 -2.855 0.00
N -2.809 -4.593 -0.684 0.18
N -0.971 -5.407 -1.676 0.15
H -3.704 -4.138 -0.780 0.11
H -2.293 -4.634 0.178 0.05
H -0.446 -5.483 -2.534 0.11
H -0.794 -6.022 -0.904 0.10
C -3.061 2.199 -4.571 -0.66
O -1.988 2.630 -5.046 -0.03
N -4.059 2.992 -4.095 0.18
N -3.354 0.900 -4.516 0.19
H -3.992 3.989 -4.016 0.11
H -4.840 2.432 -3.793 0.08
H -2.641 0.201 -4.644 0.06
H -4.256 0.657 -4.147 0.06
C -3.912 -0.677 2.386 -0.68
O -4.888 -0.043 2.012 0.02
N -3.836 -2.031 2.415 0.17
N -2.815 -0.136 2.978 0.18
H -4.733 -2.427 2.164 0.11
H -3.040 -2.616 2.221 0.05
H -1.955 -0.591 3.220 0.10
H -2.876 0.840 3.221 0.08
C 5.521 -0.150 0.183 -0.70
O 6.002 0.940 0.480 0.04
N 4.306 -0.565 0.608 0.10
N 5.999 -0.956 -0.792 0.17
H 3.844 0.148 1.153 0.08
H 3.804 -1.252 0.064 0.04
H 5.518 -1.817 -0.995 0.08
H 7.002 -0.834 -0.838 0.12
C -0.256 -3.854 2.171 -0.66
O -1.405 -3.667 1.771 0.00
N 0.173 -4.880 2.943 0.20
N 0.674 -2.943 1.908 0.17
H 1.121 -5.117 3.171 0.11
H -0.515 -5.617 2.988 0.12
H 1.572 -2.960 2.365 0.06
H 0.395 -2.029 1.575 0.09
C 2.806 -3.964 -0.825 -0.66
O 3.364 -2.896 -0.578 -0.06
N 3.376 -4.953 -1.538 0.21
N 1.553 -4.197 -0.379 0.20
H 2.821 -5.752 -1.785 0.11
H 4.300 -4.849 -1.918 0.12
H 1.311 -5.142 -0.617 0.08
H 1.448 -3.697 0.493 0.05
C -5.952 -3.522 -3.259 -0.73
O -7.101 -3.111 -3.035 -0.01
N -4.917 -2.690 -3.194 0.18
N -5.708 -4.803 -3.506 0.15
H -5.149 -1.754 -2.906 0.06
H -4.013 -3.049 -3.461 0.06
H -4.921 -5.132 -4.038 0.10
H -6.566 -5.332 -3.525 0.11
C -5.860 0.113 -1.738 -0.67
O -5.817 0.381 -2.938 -0.01
N -6.808 0.442 -0.838 0.18
N -4.811 -0.452 -1.108 0.15
H -6.595 0.202 0.116 0.08
H -7.697 0.830 -1.094 0.11
H -4.837 -0.541 -0.106 0.06
H -3.879 -0.470 -1.564 0.05

=====

Number 1: HOMO -17.396 eV, LUMO level -9.1 eV, DFT total energy -248677.8689 eV. Number 2: HOMO -7.807 eV, LUMO level -0.8 eV, DFT total energy -110210.4279 eV.